[1]
The following is a quantum chemistry calculation of a cluster of 3 separate species, C39H75N2O7P in total in a non-equilibrium geometry, from the Open Molecules 2025 dataset.

Last column: Löwdin charge in e.
Cartesian coordinates (Å):
H -4.37 3.80 3.71  0.102
C 4.04 -2.86 -2.59  -0.256
C -3.54 3.70 3.01  -0.167
H -0.56 2.17 5.55  0.088
H -1.75 2.68 -1.95  0.078
H -0.53 -7.23 -2.49  0.108
H -3.60 -3.42 0.72  0.059
H -4.83 2.95 1.46  0.128
C 1.58 -1.35 -1.50  -0.379
H -1.41 3.45 3.05  0.119
C -0.93 0.40 -1.04  -0.160
H -1.20 -2.87 -3.96  0.108
H -2.00 -3.47 -0.81  0.078
H 0.15 -2.69 -6.67  0.100
H 1.81 -4.52 -2.71  0.126
C 5.10 5.54 1.40  -0.033
H 5.45 1.77 3.15  0.113
O -2.22 -0.02 -1.48  0.000
H -0.32 0.81 -3.04  0.139
H 1.74 -2.56 -4.21  0.082
C -1.10 -5.91 -0.94  -0.192
C 4.96 3.87 3.27  -0.132
H 3.39 2.44 -0.72  0.075
C -0.73 -2.89 -6.08  -0.250
H 4.96 6.54 3.81  0.086
H -0.21 -1.52 -4.60  0.101
H 1.27 -4.18 0.49  0.123
H 4.47 3.68 4.23  0.125
O 0.64 -0.85 -2.45  -0.151
H -3.22 -6.11 -0.83  0.093
H -3.12 2.76 1.13  0.104
O 3.21 -0.54 -3.60  -0.309
H -4.00 2.43 5.49  0.066
C 2.69 -2.78 0.77  -0.135
H -3.41 4.69 2.56  0.114
P 3.36 -1.24 -2.11  0.917
H -6.10 1.16 2.69  0.088
O 2.03 4.47 2.92  -0.017
C -3.88 2.69 1.92  -0.134
C 1.91 -3.57 -0.14  -0.159
H 3.44 6.95 3.01  0.094
C -2.84 -4.01 -1.21  -0.232
H 1.17 -3.99 -5.01  0.110
H 5.70 2.63 1.65  0.104
C -2.90 0.88 -2.23  -0.510
C -2.52 -5.49 -1.38  -0.192
H 4.64 3.48 -0.11  0.060
H -2.59 2.02 6.41  0.081
H 0.83 -6.53 -1.69  0.107
N 2.91 4.50 1.98  -0.084
O -3.64 0.48 -3.11  0.107
H -4.58 -4.66 -0.10  0.057
C -1.92 -2.02 -6.59  -0.085
C -4.13 0.29 1.28  -0.027
H 0.23 -2.37 -0.25  0.144
H -4.63 -2.93 -0.57  0.062
H -2.28 -1.44 -5.76  0.060
C -5.21 1.08 3.31  -0.032
C 3.56 3.35 -0.14  -0.028
H 4.25 -3.48 -1.74  0.031
H -1.17 -6.74 -0.24  0.103
C 3.14 -1.87 1.46  0.138
C 3.99 6.14 3.49  -0.048
C -4.01 -3.75 -0.22  -0.088
C -2.25 1.87 4.25  -0.484
H -2.08 3.99 4.57  0.128
H -0.68 -5.09 -0.39  0.079
C 2.91 3.20 1.25  -0.487
H -3.29 2.89 -2.75  0.091
C 4.22 4.98 2.53  -0.488
C -2.79 2.36 -1.96  0.028
H 1.51 1.85 0.35  0.065
H -0.10 1.65 3.94  0.063
C 5.03 2.55 2.50  -0.169
H 3.13 4.18 -0.68  0.093
H 3.04 1.85 2.93  0.127
C 0.97 -2.69 -0.98  -0.293
C -2.26 3.31 3.74  -0.127
H 3.50 -3.39 -3.37  0.027
C -3.94 1.25 2.44  -0.486
H 0.92 3.52 0.44  0.097
C 0.92 -3.27 -4.24  -0.135
H -3.51 0.74 5.65  0.090
N -2.72 0.90 3.21  -0.078
C 1.48 2.74 0.97  -0.036
H -5.08 0.48 0.77  0.097
C -0.07 -5.30 -3.24  -0.134
H -1.02 -3.94 -6.18  0.099
H 5.76 6.32 1.77  0.081
H -1.05 -4.93 -3.49  0.103
H -0.95 1.35 -0.53  0.109
H 0.90 1.12 -1.83  0.117
C -3.15 1.76 5.51  -0.032
H -3.07 -3.56 -2.16  0.098
C 0.84 -4.09 -2.95  -0.329
H -3.22 2.64 -1.00  0.069
C -0.40 -2.58 -4.62  -0.196
H 3.71 1.21 1.44  0.108
H -5.22 0.09 3.78  0.093
H 3.46 5.85 4.39  0.079
H -0.63 -0.31 -0.29  0.124
C 3.64 2.12 2.05  -0.135
H -0.79 0.48 5.07  0.095
H 3.65 -1.16 2.03  0.010
H 1.54 -0.67 -0.66  0.082
C 0.12 0.41 -2.13  -0.177
H -3.35 0.40 0.53  0.054
H 0.33 -5.80 -4.11  0.121
H 5.75 4.79 0.94  0.066
H 2.51 -4.27 -0.71  0.101
H -1.54 -1.37 -7.36  0.061
H -2.69 -2.66 -6.98  0.060
H 0.94 2.49 1.88  0.066
O -1.75 0.66 2.39  -0.022
H 5.01 -2.62 -3.02  0.038
C -0.85 1.52 4.72  -0.041
H 5.97 4.21 3.51  0.126
O 0.20 -3.40 -1.90  -0.069
H -4.13 -0.75 1.62  0.093
H -2.68 -5.77 -2.42  0.100
C -0.16 -6.29 -2.09  -0.182
H 3.15 0.41 -3.49  0.035
H -5.32 1.83 4.09  0.058
H 4.50 5.99 0.61  0.089

Properties
- <S²>: 2.0081
- 2S+1: 3
- Orbital gap (alpha / beta): 8.56 / 8.25 eV
- Electronic energy: -68254.794 eV

[2]
The following is a quantum chemistry calculation of a cluster of 7 separate species, C39H75N4O13 in total in a non-equilibrium geometry, from the Open Molecules 2025 dataset.

Last column: Löwdin charge in e.
Cartesian coordinates (Å):
O -4.61 0.61 0.16  0.204
H 2.35 -0.72 -4.13  0.103
H 1.24 -3.98 -5.12  0.141
C -3.73 3.16 0.62  0.012
H -1.98 -5.48 4.77  0.097
H 2.17 1.65 3.24  0.098
H 4.63 -1.45 -5.70  0.123
C -6.25 2.88 0.07  -0.006
H 0.20 -3.37 -2.46  0.099
O 2.20 -0.39 -0.09  0.027
C -5.30 3.06 -2.96  -0.170
C -2.28 -2.73 4.55  -0.108
C -0.62 1.58 1.69  -0.778
H 0.38 -1.86 4.22  0.090
C 2.76 4.07 0.84  -0.361
H -1.57 0.19 0.11  0.018
H 2.55 -5.57 -4.00  0.077
H -1.80 -2.97 -0.33  0.094
C 1.65 4.54 -0.12  -0.007
N -4.64 1.30 -0.77  0.026
C 3.08 2.22 3.21  -0.101
H -6.62 0.02 -1.09  0.059
H -3.21 -1.01 3.83  0.139
H -2.71 3.05 0.27  0.068
H -3.81 2.46 1.44  0.069
C -1.30 -2.94 1.78  -0.409
H 5.29 -2.97 -5.16  0.112
H 5.45 -1.49 -2.07  0.080
H 1.46 3.25 5.34  0.111
C 3.17 -1.42 0.07  -0.763
H 2.72 -5.46 -2.25  0.083
C 4.40 -2.35 -5.14  -0.089
C 1.19 -2.96 -2.20  0.006
H -5.16 3.66 -3.84  0.115
C -4.62 3.75 -1.77  -0.111
H -1.41 -0.97 3.74  0.111
H -7.12 1.25 -2.12  0.061
C 5.66 -1.54 -3.12  0.005
H 3.86 5.50 4.15  0.111
H 4.84 3.96 3.75  0.084
H 0.01 -1.20 2.10  0.076
C -2.46 -2.00 2.17  -0.100
N 3.62 -3.06 -3.02  0.006
C -0.02 -2.10 1.51  0.026
H 0.48 -2.96 5.63  0.083
O -1.66 0.88 1.48  -0.065
H 1.16 -3.50 4.04  0.115
H -2.43 -1.12 1.46  0.118
H -3.97 4.14 1.08  0.106
O 3.65 -1.90 -0.89  0.038
O -0.24 0.01 -2.52  0.039
H -3.62 1.91 -3.47  0.134
H 0.59 3.68 3.83  0.052
C -1.05 -4.96 5.01  -0.023
H -5.03 1.24 -4.17  0.158
C -6.48 0.39 -2.04  0.021
C 1.43 3.84 4.42  -0.005
H 3.19 -0.25 -2.68  0.071
C 3.38 -0.54 -3.69  0.010
H 3.50 -4.31 -5.77  0.111
C -0.93 0.48 -1.65  -0.745
H 2.85 -3.01 -6.60  0.089
H 4.06 0.89 1.80  0.122
C 3.03 2.49 0.71  -0.089
H 1.11 -1.86 -2.28  0.056
C 4.26 -1.79 -3.66  -0.418
H -6.49 3.91 0.23  0.101
H 2.00 2.12 0.81  0.095
H 4.61 4.95 1.65  0.101
C 3.97 4.88 0.74  -0.037
H 1.77 -0.54 -0.93  0.032
O -1.38 -0.39 -0.68  -0.021
H 1.03 -5.51 -3.10  0.124
C 2.20 -3.57 -3.24  -0.408
O 3.65 -1.38 1.28  -0.075
H 6.30 -2.32 -3.37  0.066
C 0.36 -2.92 4.57  0.017
H -4.49 -0.88 -3.58  0.124
C 1.96 -3.22 -4.72  -0.120
H 4.74 2.58 1.96  0.100
C 2.12 -5.14 -3.09  -0.016
H -6.68 -0.23 -2.93  0.114
O -1.04 -5.14 2.57  0.231
H 0.93 -2.62 1.69  0.101
C -2.29 -1.59 3.60  -0.180
H -2.18 -2.56 5.61  0.137
H -6.38 3.07 -2.71  0.112
C -1.67 -3.65 0.50  -0.028
H 0.69 4.25 0.22  0.053
H 3.96 4.20 5.23  0.090
H 3.70 5.84 0.51  0.058
H 3.78 1.90 3.96  0.122
N 2.32 4.44 2.37  -0.017
H -0.22 -1.89 0.47  0.063
H 1.52 -2.23 -4.75  0.096
H 1.26 4.85 4.86  0.098
C -4.91 0.68 -2.21  -0.388
H 4.67 4.54 -0.06  0.129
H 3.45 2.28 -0.25  0.116
O -1.50 1.67 -1.51  -0.106
H -0.85 2.16 -0.13  0.066
H -6.26 2.37 1.01  0.094
C -4.83 2.88 -0.51  -0.346
H 3.97 0.17 -4.25  0.097
H 1.64 5.64 -0.15  0.087
H -2.62 -4.13 0.59  0.080
O -0.32 2.46 0.71  0.008
H 1.83 4.15 -1.15  0.124
C 2.70 3.73 3.57  -0.418
H -6.99 2.53 -0.59  0.056
C -4.65 1.73 -3.21  -0.159
H -0.95 -4.37 0.16  0.085
H -3.56 3.90 -1.99  0.126
H -3.10 -3.38 4.48  0.108
C 3.83 1.98 1.93  -0.159
C 3.94 4.39 4.17  -0.003
O 0.00 1.64 2.75  0.013
H -3.38 -2.61 1.98  0.141
H -3.15 -0.64 -2.30  0.073
C -4.22 -0.67 -2.50  0.018
N -1.00 -4.03 2.76  -0.024
H 6.03 -0.59 -3.52  0.116
H 1.65 -3.31 -1.27  0.089
C 3.22 -3.25 -5.66  -0.111
H -4.93 4.77 -1.40  0.146
H -4.67 -1.39 -1.83  0.080
O 1.75 5.41 2.40  0.236
O 4.43 -3.95 -2.91  0.169
H -0.94 -4.81 6.09  0.110
C -1.03 -3.61 4.29  -0.384
H -0.20 -5.48 4.58  0.086

Properties
- Total charge: +1
- Orbital gap: 5.72 eV
- Electronic energy: -74219.698 eV

[3]
The following is a quantum chemistry calculation of a cluster of 5 separate species, C39H76O10S4 in total in a non-equilibrium geometry, from the Open Molecules 2025 dataset.

Last column: Löwdin charge in e.
Cartesian coordinates (Å):
H -10.19 3.04 6.31  0.118
S -0.85 -1.32 -6.49  0.669
S -7.76 3.29 3.66  0.667
H -7.49 0.93 3.85  0.101
H -2.92 -2.63 0.93  0.110
C -9.76 2.95 5.31  -0.226
C -8.60 3.91 5.11  -0.235
H 1.45 1.76 3.17  0.072
O 3.26 -5.10 -1.89  -0.339
H 0.64 2.81 -2.79  0.099
H -8.54 1.27 5.92  0.120
H -7.90 3.87 5.95  0.111
C 1.98 -3.37 -4.93  -0.239
H 7.35 -2.87 1.85  0.088
H 0.18 2.22 1.86  0.057
H 7.92 -7.04 2.62  0.110
H -6.72 1.57 0.27  0.110
H 1.84 -2.03 -2.27  0.091
H 8.78 -0.18 3.91  0.046
H -0.09 2.70 3.70  0.079
C 1.64 2.51 -3.31  -0.109
C 0.88 5.17 1.77  -0.226
H 1.62 -1.77 0.97  0.140
H 6.67 -4.96 2.96  0.123
C -0.60 4.80 1.16  -0.222
H -6.11 -0.27 1.73  0.101
C -0.56 -1.44 0.40  -0.160
O 0.33 -2.05 -6.92  -0.327
H 0.93 -3.06 -4.83  0.093
H -3.74 -3.43 -6.80  0.118
H 2.23 -3.40 -5.99  0.113
C 2.18 -4.72 -4.26  -0.230
C -9.18 1.55 5.07  -0.220
C -5.53 1.53 0.39  -0.203
H 3.16 -5.14 -4.52  0.110
H 1.60 5.39 0.84  0.107
H -3.54 -1.80 -8.84  0.119
H 3.57 -2.47 -2.09  0.099
H 5.12 1.76 1.51  0.124
H 2.66 -1.35 -4.42  0.117
H 3.76 -0.91 0.89  0.120
H -2.31 -2.20 -4.82  0.110
H 3.04 2.74 -0.33  0.130
C -8.34 1.61 3.80  -0.227
H 8.38 -3.76 0.73  0.122
H 5.93 -1.17 0.27  0.109
C -4.25 -0.83 0.46  -0.224
H 8.87 -3.20 3.67  0.100
H 2.62 3.72 2.11  0.088
S 2.18 -4.36 -2.52  0.667
H -4.46 0.56 2.28  0.117
C -1.82 4.84 2.30  -0.198
C -3.23 -2.46 -6.78  -0.219
H -2.37 0.03 -7.68  0.112
C 7.95 0.06 3.11  0.034
H -3.55 -1.61 2.50  0.105
C 7.99 -3.75 1.75  -0.225
C 2.38 2.03 -1.02  -0.142
H 1.26 2.28 -0.77  0.125
H 10.03 -3.20 2.31  0.106
H -0.62 3.81 0.51  0.100
H 7.01 0.30 -0.31  0.120
C 9.16 -3.70 2.74  -0.233
O 10.85 -5.71 2.53  -0.333
H 3.32 0.01 -1.51  0.158
C 3.53 0.24 0.74  -0.142
H -8.95 1.39 2.91  0.110
S 9.57 -5.39 3.12  0.668
H -2.79 2.53 1.23  0.096
H -1.56 -3.48 -5.82  0.108
H -9.97 0.80 4.99  0.117
H 3.04 0.73 1.71  0.111
C -1.80 -0.87 -7.93  -0.234
C 1.60 3.97 2.63  -0.244
O -0.77 -0.18 -5.60  -0.329
H -5.74 3.83 0.57  0.122
C 7.23 -5.05 2.02  -0.224
C 2.88 -2.39 -4.16  -0.200
H -0.90 -1.27 -0.72  0.128
H 1.93 3.44 -4.00  0.106
H -8.92 4.94 4.94  0.112
H -0.55 -2.59 0.61  0.111
O 2.79 2.31 -2.40  -0.242
C -1.66 -0.74 1.43  -0.206
C -3.50 3.37 0.77  -0.216
C 0.98 -0.82 0.63  -0.194
H -4.12 5.07 2.18  0.108
H -3.96 -1.71 -6.43  0.121
H -2.16 -2.89 -8.60  0.122
H -10.55 3.15 4.58  0.122
C -2.03 -2.49 -5.84  -0.226
C 5.01 1.00 0.60  -0.201
H -3.16 5.63 0.56  0.109
H -5.24 2.99 2.22  0.082
C -2.72 -2.05 -8.16  -0.226
H -1.85 3.86 2.95  0.095
H -1.13 -0.67 -8.77  0.111
C 6.25 -0.07 0.53  -0.196
H -1.70 5.75 3.03  0.111
H 0.89 6.16 2.42  0.112
O -6.33 3.32 3.90  -0.346
H -1.25 -0.89 2.54  0.118
C 8.28 -6.13 2.14  -0.238
C 2.65 0.45 -0.62  -0.258
H -0.87 5.68 0.40  0.114
H 1.50 1.59 -4.02  0.093
C -3.24 4.85 1.44  -0.208
H 1.86 4.44 3.69  0.114
O 0.82 -4.42 -2.04  -0.329
H -5.08 1.43 -0.69  0.104
H -3.77 -0.33 -0.50  0.110
H 5.07 1.66 -0.37  0.111
H 0.86 -0.03 1.49  0.104
C 7.13 0.02 1.95  -0.096
H 6.51 -5.27 1.22  0.118
O -8.36 3.90 2.49  -0.318
H -3.26 3.37 -0.40  0.117
O 1.38 -0.27 -0.67  -0.201
C -3.12 -1.56 1.41  -0.214
H 8.71 -6.38 1.16  0.110
H 3.92 -2.58 -4.42  0.120
H 1.39 -5.44 -4.50  0.109
C -5.13 0.26 1.35  -0.209
O 9.28 -5.64 4.52  -0.325
H -1.84 0.39 1.19  0.096
C 2.66 -2.65 -2.67  -0.231
C 0.70 2.62 2.83  -0.152
H -5.03 -1.65 0.10  0.110
C -5.08 2.98 1.04  -0.227

Properties
- Orbital gap: 9.65 eV
- Electronic energy: -105475.863 eV
- SMILES: C#CCCC[C@H](COC)OCCCCCCCCCCCCCCC.O=S1(=O)CCCC1.O=S1(=O)CCCC1.O=S1(=O)CCCC1.O=S1(=O)CCCC1